Entry A
C4H9FN2 in the gas phase, computed with the ωB97M-V functional and the def2-TZVPD basis.

Structure (XYZ):
```
16
Properties=species:S:1:pos:R:3:mulliken_charge:R:1
C 0.701 -1.196 1.163 -1.19
C 0.611 -0.825 -0.321 0.25
C -0.810 -0.803 -0.834 -0.18
N -1.818 -0.106 -0.426 -0.44
N -1.729 0.775 0.650 -0.42
C 1.486 0.414 -0.678 -0.44
F 1.109 1.468 0.158 -0.33
H 0.221 -2.193 1.364 0.32
H 1.769 -1.277 1.475 0.37
H 0.282 -0.443 1.808 0.31
H 1.039 -1.647 -0.906 0.26
H -1.101 -1.489 -1.666 0.36
H -0.838 1.219 0.744 0.21
H -2.419 1.505 0.400 0.29
H 1.396 0.716 -1.726 0.31
H 2.568 0.169 -0.453 0.31
```

Values from the calculation:
LUMO, eV: 0.953
Charge: 0
Frontier orbital gap, Eh: 0.3666


Entry B
2 unconnected molecules or ions with the total composition C4H9FN2, computed with the ωB97M-V functional and the def2-TZVPD basis.

Structure (XYZ):
```
16
Properties=species:S:1:pos:R:3:mulliken_charge:R:1
C -1.735 0.164 0.209 -0.83
C -0.654 -0.728 0.705 -0.06
N -0.192 -0.588 1.872 -0.22
N 0.841 -1.346 2.303 -0.44
H -2.629 -0.421 -0.006 0.26
H -1.963 0.911 0.962 0.28
H -1.428 0.658 -0.713 0.19
H -0.292 -1.508 0.025 0.37
H 1.040 -2.197 1.774 0.22
H 0.810 -1.472 3.305 0.24
C 1.106 1.434 -2.111 -0.76
C 1.989 0.955 -1.263 0.14
F 2.523 -0.266 -1.401 -0.26
H 0.771 0.867 -2.961 0.28
H 0.699 2.417 -1.967 0.27
H 2.371 1.462 -0.389 0.33
```

Values from the calculation:
LUMO, eV: 1.220
Charge: 0
Frontier orbital gap, Eh: 0.3623


Ranked by calculated energy, most stable first: entry A, entry B.